[1]
26
Properties=species:S:1:pos:R:3 method="wB97M-V/def2-TZVPD" homo_energy_ev="-15.5830 / -18.2862" charge=+2 multiplicity=3 max_force_ha_per_bohr=0.0498 energy_ev=-19434.61288 lumo_energy_ev="-7.26 / -11.01"
C 0.866 -1.419 0.638
C 2.475 0.102 0.098
C -0.787 -0.744 -1.505
C -1.050 0.230 1.216
C 0.256 -0.044 0.599
C 1.234 2.253 0.155
N 2.170 -1.229 0.320
N 1.237 0.819 0.303
N -0.665 -0.007 -2.558
N -1.542 1.451 1.288
N -1.350 -1.896 -1.385
N -1.716 -0.802 1.687
O 0.268 -2.445 0.854
O 3.491 0.613 -0.214
H 2.196 2.531 -0.281
H 0.438 2.594 -0.507
H 1.161 2.750 1.125
H 2.874 -1.960 0.291
H -0.174 0.874 -2.567
H -1.007 -0.318 -3.469
H -1.043 2.269 0.973
H -2.427 1.622 1.750
H -1.226 -2.447 -0.539
H -1.803 -2.385 -2.158
H -1.279 -1.726 1.713
H -2.595 -0.684 2.175

***

[2]
27
Properties=species:S:1:pos:R:3 method="wB97M-V/def2-TZVPD" homo_energy_ev=-9.4295 smiles=OCNc1nc(NCO)nc(NCO)n1 multiplicity=1 max_force_ha_per_bohr=0.0469 energy_ev=-21501.29720 lumo_energy_ev=0.69
O -1.083 2.786 2.966
C -1.664 3.142 1.751
N -0.817 2.967 0.575
C -0.337 1.778 0.274
N -0.835 0.774 1.010
C -0.411 -0.439 0.640
N -0.815 -1.505 1.332
C -0.586 -2.834 0.828
O -1.283 -3.151 -0.356
N 0.398 -0.710 -0.427
C 0.896 0.383 -1.011
N 1.845 0.177 -1.977
C 2.372 -1.130 -2.335
O 1.491 -2.011 -2.951
N 0.603 1.651 -0.671
H -0.894 1.820 2.907
H -2.573 2.564 1.592
H -1.917 4.190 1.838
H -0.336 3.755 0.105
H -1.620 -1.331 1.950
H 0.481 -2.900 0.635
H -0.899 -3.555 1.587
H -0.960 -2.522 -0.994
H 2.017 0.980 -2.535
H 3.199 -1.025 -3.067
H 2.832 -1.567 -1.432
H 0.897 -2.286 -2.234

***

[3]
20
Properties=species:S:1:pos:R:3 method="wB97M-V/def2-TZVPD" homo_energy_ev=-13.9235 smiles="C[N@H+]1C=COC1(C)C" charge=+1 multiplicity=1 max_force_ha_per_bohr=0.0844 energy_ev=-9945.47855 lumo_energy_ev=-2.87
C -0.490 -0.084 -1.939
N 0.360 -0.379 -0.762
C 1.688 0.142 -0.824
C 1.948 0.831 0.274
O 0.933 0.766 1.165
C -0.125 -0.004 0.684
C -0.389 -1.187 1.520
C -1.412 0.899 0.568
H -0.909 0.853 -1.697
H 0.327 0.096 -2.671
H -1.148 -0.845 -2.194
H 0.473 -1.341 -0.788
H 2.347 -0.055 -1.683
H 2.908 1.330 0.656
H 0.215 -2.100 1.556
H -1.439 -1.447 1.704
H -0.064 -0.858 2.575
H -1.259 1.767 0.111
H -1.658 1.208 1.532
H -2.306 0.410 0.212

***

[4]
20
Properties=species:S:1:pos:R:3 method="wB97M-V/def2-TZVPD" homo_energy_ev=-13.2939 smiles="C=[NH+]/C=C/CCCO" charge=+1 multiplicity=1 max_force_ha_per_bohr=0.0289 energy_ev=-9945.69918 lumo_energy_ev=-5.36
C 3.278 1.353 -1.006
N 2.049 1.388 -1.332
C 0.942 1.129 -0.494
C -0.267 0.796 -0.922
C -1.319 0.408 0.091
C -0.929 -0.570 1.200
C -1.270 -2.003 0.829
O -2.656 -2.209 0.584
H 4.020 1.410 -1.789
H 3.574 1.295 0.032
H 1.828 1.674 -2.284
H 1.156 1.178 0.561
H -0.589 0.581 -1.934
H -2.180 -0.023 -0.422
H -1.689 1.364 0.490
H 0.160 -0.575 1.389
H -1.271 -0.247 2.187
H -0.883 -2.739 1.550
H -0.800 -2.226 -0.116
H -3.154 -1.984 1.387

***

[5]
20
Properties=species:S:1:pos:R:3 method="wB97M-V/def2-TZVPD" homo_energy_ev=-14.2576 charge=+1 multiplicity=1 max_force_ha_per_bohr=0.0923 energy_ev=-9944.59412 lumo_energy_ev=-4.24
C -1.811 -0.268 0.608
C -1.898 0.989 0.266
C 0.222 0.859 -0.635
C 2.423 0.492 0.478
C -0.937 -1.912 -0.978
C 1.196 1.317 0.347
N -0.611 -0.930 0.081
O -1.000 1.394 -0.632
H -2.553 -0.986 1.083
H -2.618 1.588 0.773
H 0.588 0.590 -1.598
H 3.232 0.985 0.024
H 2.149 -0.530 0.050
H 2.650 0.294 1.566
H -1.402 -2.736 -0.503
H -1.628 -1.412 -1.670
H -0.042 -2.242 -1.468
H 1.526 2.317 0.102
H 0.586 1.473 1.323
H -0.074 -1.281 0.783

***

[6]
21
Properties=species:S:1:pos:R:3 method="wB97M-V/def2-TZVPD" homo_energy_ev=-9.2873 multiplicity=1 max_force_ha_per_bohr=0.1200 energy_ev=-19241.22393 lumo_energy_ev=0.65
C -1.682 0.251 1.137
C -0.683 -0.819 0.668
C -1.465 1.440 0.187
C -0.233 -0.350 -0.681
C -0.539 0.970 -0.927
C 0.529 -1.164 -1.666
N 2.248 -0.782 1.305
O 2.596 0.976 -0.699
P 1.908 0.437 0.466
H -2.674 -0.053 1.229
H -1.274 0.483 2.121
H 0.117 -0.814 1.325
H -1.076 -1.849 0.794
H -2.404 1.756 -0.348
H -0.991 2.297 0.632
H 0.976 1.134 1.173
H -0.450 1.496 -1.787
H 1.420 -1.570 -1.104
H 0.902 -0.654 -2.506
H -0.139 -1.963 -2.038
H 2.913 -1.222 0.717

***

[7]
21
Properties=species:S:1:pos:R:3 method="wB97M-V/def2-TZVPD" homo_energy_ev=-13.9590 charge=+1 multiplicity=1 max_force_ha_per_bohr=0.0826 energy_ev=-20782.05183 lumo_energy_ev=-3.16
C -2.892 -0.641 -0.355
C -0.058 -0.406 0.421
C 0.210 0.567 -0.383
C -0.382 -0.461 1.857
C 0.031 2.001 0.077
C 0.653 0.465 -1.830
N 0.201 -1.863 0.003
O -2.449 -1.609 -0.862
S -3.626 0.604 0.177
H -1.102 0.314 2.246
H 0.574 -0.315 2.339
H -0.788 -1.444 2.080
H 0.988 2.439 -0.080
H -0.045 2.276 1.193
H -0.690 2.356 -0.546
H -0.115 -0.068 -2.330
H 1.633 0.042 -2.040
H 0.746 1.393 -2.363
H 1.118 -1.790 -0.431
H -0.592 -2.287 -0.607
H 0.147 -2.416 0.881

***

[8]
20
Properties=species:S:1:pos:R:3 method="wB97M-V/def2-TZVPD" homo_energy_ev=-13.5266 charge=+1 multiplicity=1 max_force_ha_per_bohr=0.0568 energy_ev=-18732.26933 lumo_energy_ev=-4.43
C -1.335 -0.259 1.133
C -4.452 0.208 -0.364
C -2.125 -0.537 -0.093
C 3.651 0.132 -0.320
C 2.290 0.020 0.378
C 1.070 0.158 -0.590
N -3.386 -0.395 -0.153
S -0.471 1.068 0.026
H -1.672 0.237 2.073
H -0.722 -1.152 1.390
H -5.448 -0.278 -0.493
H -4.504 1.382 -0.508
H -1.651 -1.124 -0.816
H 4.569 0.392 0.383
H 3.928 -0.849 -0.736
H 3.615 0.997 -1.019
H 2.396 0.796 1.081
H 2.045 -0.893 1.003
H 1.436 0.897 -1.242
H 0.765 -0.801 -1.132

***

[9]
20
Properties=species:S:1:pos:R:3 method="wB97M-V/def2-TZVPD" homo_energy_ev=-13.6795 charge=+1 multiplicity=1 max_force_ha_per_bohr=0.0885 energy_ev=-18732.88940 lumo_energy_ev=-4.22
C -0.060 -1.376 0.197
C 1.330 0.568 -0.394
C -2.600 0.420 -0.574
C 2.544 0.990 -0.651
C -2.917 1.328 0.562
C 2.284 -1.557 0.384
N 1.073 -0.805 0.026
S -1.729 -1.164 0.037
H 0.200 -2.444 0.394
H 0.501 1.183 -0.368
H -3.434 -0.106 -0.895
H 2.774 2.041 -0.851
H 3.363 0.341 -0.862
H -1.885 1.017 -1.171
H -2.910 0.760 1.536
H -3.858 1.899 0.462
H -2.273 2.195 0.849
H 2.865 -1.018 1.133
H 2.805 -1.797 -0.614
H 1.928 -2.476 0.799

***

[10]
21
Properties=species:S:1:pos:R:3 method="wB97M-V/def2-TZVPD" homo_energy_ev=-13.5177 smiles=[NH3+]C1(C2CC2)SCCS1 charge=+1 multiplicity=1 max_force_ha_per_bohr=0.0709 energy_ev=-29568.98525 lumo_energy_ev=-3.07
N 0.121 -1.185 -1.599
C -0.104 -0.323 -0.041
C 1.113 -0.681 0.649
C 2.420 0.068 0.246
C 1.786 0.184 1.624
S -1.462 -1.091 0.772
C -2.705 0.017 0.001
C -2.052 1.461 0.343
S -0.434 1.390 -0.466
H -0.636 -1.930 -1.510
H 0.988 -1.570 -1.878
H -0.180 -0.611 -2.351
H 1.095 -1.694 0.721
H 2.277 0.920 -0.362
H 3.336 -0.430 0.306
H 2.300 -0.411 2.327
H 1.403 1.180 1.885
H -3.697 -0.175 0.471
H -2.702 -0.010 -1.131
H -2.669 2.264 -0.110
H -1.871 1.524 1.427

***

[11]
21
Properties=species:S:1:pos:R:3 method="wB97M-V/def2-TZVPD" homo_energy_ev="-11.7043 / -11.8675" charge=+1 multiplicity=3 max_force_ha_per_bohr=0.0733 energy_ev=-29565.77697 lumo_energy_ev="-3.63 / -4.84"
C 1.287 -1.503 0.927
C -0.218 -1.318 1.231
C -3.149 1.562 -1.001
C -1.979 0.825 -0.512
C 0.481 -0.678 -0.020
C 0.715 0.750 -0.100
N 1.995 1.199 -0.530
S -4.303 1.827 0.400
S -0.535 1.849 0.098
H 1.925 -1.026 1.609
H 1.670 -2.542 0.706
H -0.777 -2.119 0.853
H -0.400 -0.693 2.098
H -3.073 2.508 -1.587
H -3.734 0.892 -1.699
H -2.128 0.071 0.251
H -1.516 0.358 -1.435
H 0.231 -1.236 -0.966
H 2.441 0.278 -0.482
H 2.421 2.001 0.033
H 1.787 1.403 -1.509

***

[12]
19
Properties=species:S:1:pos:R:3 method="wB97M-V/def2-TZVPD" homo_energy_ev=-9.5201 smiles="CCC=O.C=CC" multiplicity=1 max_force_ha_per_bohr=0.0262 energy_ev=-8462.79403 lumo_energy_ev=0.95
C -0.126 -1.453 1.735
C 1.068 -1.292 0.744
C 0.735 -1.400 -0.735
O 1.297 -0.834 -1.644
H 0.261 -1.762 2.714
H -0.781 -2.252 1.361
H -0.741 -0.547 1.857
H 1.597 -0.357 0.956
H 1.763 -2.111 0.922
H 0.082 -2.278 -0.926
C -0.258 1.890 0.543
C -0.019 1.655 -0.750
C -1.097 1.335 -1.775
H -1.265 1.833 0.966
H 0.554 2.108 1.241
H 1.006 1.652 -1.136
H -0.807 0.476 -2.397
H -1.226 2.213 -2.423
H -2.040 1.123 -1.254

***

[13]
19
Properties=species:S:1:pos:R:3 method="wB97M-V/def2-TZVPD" homo_energy_ev=-9.4591 smiles=C[C@@H]1OCC[C@@H]1C multiplicity=1 max_force_ha_per_bohr=0.0155 energy_ev=-8463.81912 lumo_energy_ev=1.09
C -0.481 -0.576 -1.762
C 0.657 -0.163 -0.832
O 1.233 -1.335 -0.253
C 0.892 -1.439 1.125
C -0.110 -0.311 1.404
C 0.269 0.729 0.363
C -0.738 1.829 0.061
H -1.294 -1.061 -1.209
H -0.892 0.280 -2.310
H -0.103 -1.298 -2.493
H 1.435 0.335 -1.426
H 0.320 -2.335 1.341
H 1.827 -1.542 1.695
H -1.103 -0.724 1.176
H -0.141 0.044 2.438
H 1.191 1.196 0.732
H -0.934 2.428 0.957
H -0.331 2.499 -0.705
H -1.698 1.444 -0.303

***

[14]
19
Properties=species:S:1:pos:R:3 method="wB97M-V/def2-TZVPD" homo_energy_ev=-9.2194 smiles="C=CC(=C)CC.O" multiplicity=1 max_force_ha_per_bohr=0.0263 energy_ev=-8462.42176 lumo_energy_ev=0.83
C -1.362 -0.921 -2.114
C -1.394 -1.489 -0.919
C -0.772 -0.972 0.362
C -1.436 -1.117 1.498
C 0.683 -0.628 0.294
C 1.145 0.562 -0.545
H -1.932 -1.250 -2.975
H -0.806 -0.003 -2.226
H -1.876 -2.423 -0.668
H -2.466 -1.442 1.590
H -0.939 -1.068 2.462
H 1.131 -0.550 1.291
H 1.244 -1.497 -0.068
H 0.471 1.401 -0.471
H 1.248 0.306 -1.597
H 2.091 0.922 -0.137
O 1.543 3.448 1.773
H 1.115 2.893 1.110
H 2.309 3.829 1.339

***

[15]
19
Properties=species:S:1:pos:R:3 method="wB97M-V/def2-TZVPD" homo_energy_ev=-10.0799 smiles=CC(C)[C@H]1O[C@H]1C multiplicity=1 max_force_ha_per_bohr=0.0052 energy_ev=-8463.22392 lumo_energy_ev=1.10
C 1.827 -0.987 -0.733
C 0.633 -0.452 0.057
C 0.965 -0.236 1.535
C 0.125 0.847 -0.528
O -0.592 0.794 -1.753
C -1.308 1.167 -0.576
C -2.363 0.207 -0.072
H 2.149 -1.957 -0.339
H 1.562 -1.117 -1.788
H 2.682 -0.302 -0.676
H -0.174 -1.190 -0.015
H 1.780 0.488 1.655
H 1.277 -1.173 2.010
H 0.095 0.148 2.081
H 0.843 1.674 -0.470
H -1.600 2.219 -0.558
H -2.306 -0.735 -0.621
H -3.371 0.611 -0.205
H -2.224 -0.007 0.994

***

[16]
19
Properties=species:S:1:pos:R:3 method="wB97M-V/def2-TZVPD" homo_energy_ev=-9.5434 smiles="CCC=O.C=CC" multiplicity=1 max_force_ha_per_bohr=0.0212 energy_ev=-8462.87628 lumo_energy_ev=0.99
C -2.242 0.323 -0.253
C -1.552 -1.057 -0.075
C -0.439 -1.340 -1.066
O 0.538 -2.020 -0.860
H -3.236 0.317 0.213
H -2.373 0.516 -1.326
H -1.648 1.152 0.161
H -1.165 -1.149 0.945
H -2.282 -1.856 -0.227
H -0.715 -1.022 -2.096
C 0.803 1.032 1.465
C 1.642 0.253 0.778
C 2.364 0.669 -0.492
H 0.554 2.046 1.139
H 0.297 0.669 2.362
H 1.827 -0.775 1.103
H 2.265 -0.109 -1.262
H 3.429 0.807 -0.266
H 1.948 1.615 -0.862

***

[17]
19
Properties=species:S:1:pos:R:3 method="wB97M-V/def2-TZVPD" homo_energy_ev=-8.7430 smiles="CCC(C=O)CC" multiplicity=1 max_force_ha_per_bohr=0.0820 energy_ev=-8460.63997 lumo_energy_ev=1.06
C -0.648 1.974 -1.625
C -0.914 0.563 -1.117
C -0.012 0.253 0.078
C 1.576 -0.272 -0.435
O 2.686 0.024 -0.094
C -0.260 -1.079 0.728
C 0.505 -1.491 1.985
H -1.165 2.163 -2.569
H -0.982 2.725 -0.899
H 0.426 2.115 -1.787
H -1.999 0.430 -0.952
H -0.635 -0.173 -1.881
H 0.148 1.068 0.802
H 1.134 -1.385 -0.426
H -0.840 -1.844 0.206
H -1.086 -0.289 1.019
H 0.551 -2.580 2.101
H -0.021 -1.089 2.854
H 1.536 -1.114 2.010

***

[18]
19
Properties=species:S:1:pos:R:3 method="wB97M-V/def2-TZVPD" homo_energy_ev=-9.4603 smiles=CO[C@H]1CC[C@H]1C multiplicity=1 max_force_ha_per_bohr=0.0078 energy_ev=-8462.61761 lumo_energy_ev=1.09
C -0.318 2.368 -0.933
O 0.026 1.362 -0.041
C -0.736 0.208 0.173
C -0.769 -0.980 -0.844
C -0.336 -1.919 0.312
C 0.117 -0.673 1.107
C 1.595 -0.305 0.839
H -1.182 2.949 -0.582
H -0.499 1.991 -1.948
H 0.561 3.022 -0.952
H -1.751 0.459 0.521
H -1.726 -1.211 -1.325
H 0.004 -0.894 -1.612
H 0.448 -2.654 0.102
H -1.185 -2.453 0.756
H -0.140 -0.651 2.175
H 2.270 -1.051 1.258
H 1.793 -0.230 -0.239
H 1.858 0.684 1.233

***

[19]
19
Properties=species:S:1:pos:R:3 method="wB97M-V/def2-TZVPD" homo_energy_ev=-9.6822 smiles=CC(C)[C@H]1C[C@H]1O multiplicity=1 max_force_ha_per_bohr=0.0071 energy_ev=-8463.17363 lumo_energy_ev=1.02
C 1.508 1.183 0.149
C 0.691 -0.112 0.219
C 1.487 -1.270 -0.384
C -0.618 0.075 -0.522
C -1.807 -0.828 -0.317
C -1.864 0.596 0.141
O -1.960 0.827 1.517
H 0.953 2.038 0.552
H 2.456 1.096 0.694
H 1.748 1.410 -0.898
H 0.474 -0.349 1.272
H 2.435 -1.428 0.144
H 1.723 -1.046 -1.432
H 0.915 -2.203 -0.361
H -0.461 0.418 -1.547
H -2.399 -1.146 -1.170
H -1.729 -1.554 0.488
H -2.458 1.302 -0.436
H -1.092 0.992 1.891

***

[20]
19
Properties=species:S:1:pos:R:3 method="wB97M-V/def2-TZVPD" homo_energy_ev="-7.4189 / -7.4193" multiplicity=1 max_force_ha_per_bohr=0.0343 energy_ev=-8459.93072 lumo_energy_ev="0.93 / 0.93"
C -0.209 1.688 -1.205
C -0.239 0.188 -0.922
C 1.111 -0.458 -0.623
C 0.686 -1.793 0.000
O -0.646 -1.624 0.493
C -1.026 -0.326 0.315
C -0.366 0.594 2.206
H 0.444 1.915 -2.058
H -1.205 2.071 -1.455
H 0.166 2.245 -0.341
H -0.677 -0.323 -1.802
H 1.650 0.171 0.095
H 1.750 -0.594 -1.500
H 1.343 -2.110 0.816
H 0.618 -2.590 -0.745
H -2.115 -0.245 0.183
H 0.573 0.042 2.281
H -0.762 0.920 1.227
H -1.082 0.232 2.944

***

[21]
19
Properties=species:S:1:pos:R:3 method="wB97M-V/def2-TZVPD" homo_energy_ev=-7.7372 multiplicity=1 max_force_ha_per_bohr=0.0414 energy_ev=-8462.11904 lumo_energy_ev=0.77
C -2.525 1.830 -0.453
C -1.111 2.337 -0.734
C 0.085 1.765 -0.518
C 0.235 0.412 0.061
C 1.337 -0.307 -0.277
C 1.355 -1.755 -0.562
H -3.112 2.122 -1.315
H -2.831 2.208 0.517
H -2.528 0.746 -0.564
H -1.055 3.388 -1.010
H 0.957 2.177 -1.008
H -0.676 -0.024 0.480
H 2.231 0.299 -0.409
H 0.502 -2.311 -0.197
H 1.315 -1.922 -1.652
H 2.272 -2.183 -0.143
O 1.354 -2.696 2.321
H 1.647 -3.563 2.665
H 0.548 -2.523 2.796

***

[22]
19
Properties=species:S:1:pos:R:3 method="wB97M-V/def2-TZVPD" homo_energy_ev=-6.6898 multiplicity=1 max_force_ha_per_bohr=0.0403 energy_ev=-8459.26346 lumo_energy_ev=0.54
C 1.674 -0.751 0.230
C 1.222 0.520 0.587
O 1.342 1.036 1.815
C 0.368 1.328 -0.311
C -1.080 0.899 0.058
C -1.373 -0.591 0.162
C -1.100 -1.167 -1.196
H 2.436 -0.732 -0.549
H 0.530 -1.389 -0.620
H 1.962 -1.394 1.069
H 1.814 0.403 2.374
H 0.476 2.406 -0.152
H 0.572 1.095 -1.362
H -1.404 1.463 0.944
H -1.685 1.056 -0.854
H -2.404 -0.688 0.530
H -0.762 -1.171 0.869
H -1.931 -1.762 -1.626
H -0.657 -0.563 -1.968

***

[23]
19
Properties=species:S:1:pos:R:3 method="wB97M-V/def2-TZVPD" homo_energy_ev=-9.2013 multiplicity=1 max_force_ha_per_bohr=0.0617 energy_ev=-8460.72501 lumo_energy_ev=1.03
C 0.375 0.380 1.417
C -0.914 -0.185 1.973
O -1.709 -0.306 -0.202
C -1.076 0.482 -0.867
C 0.849 0.967 -0.403
C 0.199 0.182 -1.577
C 0.602 -1.282 -1.577
H 0.613 1.292 1.971
H 1.136 -0.399 1.568
H -0.346 -0.192 2.935
H -1.783 0.473 2.082
H -1.202 -1.222 1.761
H -1.364 1.552 -0.937
H 1.851 0.649 -0.196
H 0.826 2.050 -0.642
H 0.231 0.619 -2.599
H -0.177 -1.927 -1.996
H 1.535 -1.448 -2.130
H 0.764 -1.596 -0.543

***

[24]
19
Properties=species:S:1:pos:R:3 method="wB97M-V/def2-TZVPD" homo_energy_ev="-6.5598 / -6.4330" multiplicity=1 max_force_ha_per_bohr=0.0337 energy_ev=-8457.79399 lumo_energy_ev="0.72 / 0.92"
C -0.863 1.802 0.703
C 0.017 0.632 0.355
C 0.692 0.705 -1.500
C -0.505 -0.747 0.070
C 0.450 -1.190 -0.994
C -0.493 -1.614 1.219
O 0.603 -1.924 1.955
H -0.962 1.992 1.778
H -0.434 2.711 0.259
H -1.868 1.676 0.283
H 0.959 0.618 0.915
H 1.159 1.666 -1.193
H -0.223 0.946 -2.049
H 1.424 0.340 -2.246
H -1.525 -0.687 -0.324
H 0.119 -1.861 -1.796
H 1.443 -1.465 -0.625
H -1.373 -2.103 1.623
H 1.381 -1.496 1.567